Entry from the Open Molecules 2025 dataset: a molecular structure, C8H25B2ClCsF2KMgN3O16S2 in a non-equilibrium geometry (the ωB97M-V functional and the def2-TZVPD basis).

The geometry in ORCA input format:
```
! RIJCOSX wB97M-V def2-TZVPD def2/J DEFGRID3
* xyz 1 1
Cs 3.803 6.113 2.842
K -0.675 -1.073 -6.285
Cl 4.030 -3.704 -6.118
S 2.968 -1.563 -0.982
S 0.527 -0.256 -0.904
Mg 4.626 -0.167 1.251
F 3.132 2.870 3.147
F 1.318 3.597 1.988
O 4.278 -1.277 -0.346
O 1.728 -3.561 -5.610
O 0.626 -0.344 -2.377
O 4.748 4.586 -0.518
O 3.458 4.315 1.298
O 2.812 2.066 0.920
O -2.746 -3.321 1.544
O 8.600 5.763 4.094
O -2.079 -1.354 -0.544
O 2.662 -2.978 -1.143
O -4.836 2.642 2.943
O 0.171 1.049 -0.388
O -0.196 -2.618 0.363
O 3.957 1.735 -0.984
O -3.987 1.373 0.429
O -3.469 -5.296 2.017
N 1.178 -2.963 -3.300
N 1.908 -0.743 -0.262
N -2.907 -4.259 2.300
C 0.790 -3.553 -6.591
C -3.938 0.751 1.700
C -5.657 3.521 2.201
C -5.015 1.275 2.626
C -3.034 2.409 0.259
C 3.591 2.430 -0.077
C -2.370 -4.138 3.684
C 4.032 3.915 0.157
B 2.617 3.189 1.901
B -0.764 -1.553 -0.290
H 1.608 -3.142 -4.349
H -5.999 1.112 2.171
H -5.282 4.529 2.371
H -1.665 -4.952 3.823
H 1.037 -4.074 -7.520
H -6.699 3.472 2.538
H 0.257 -3.384 -3.348
H -4.092 -0.322 1.548
H -3.210 -4.257 4.363
H 1.087 -1.985 -3.026
H 3.080 -1.057 -2.222
H 1.725 -3.415 -2.567
H -2.952 0.891 2.159
H -5.621 3.299 1.131
H -2.474 -2.092 -1.036
H -2.025 2.008 0.133
H -1.900 -3.167 3.778
H -4.978 0.712 3.563
H -3.040 3.099 1.108
H 0.577 -2.514 -6.901
H 9.519 5.789 4.377
H 0.310 -3.212 -0.216
H -3.316 2.952 -0.642
H -0.193 -4.001 -6.276
H 8.357 4.832 4.092
*
```

E_LUMO: -5.8 eV
E_HOMO: -7.4933 eV

Charges obtained by Löwdin population analysis, quoted in units of e: atom 1 (Cs): 1.36, atom 2 (K): 0.99, atom 3 (Cl): -0.05, atom 4 (S): 0.58, atom 5 (S): 0.63, atom 6 (Mg): 1.04, atom 7 (F): 0.13, atom 8 (F): 0.20, atom 9 (O): -0.51, atom 10 (O): -0.51, atom 11 (O): -0.38, atom 12 (O): 0.18, atom 13 (O): -0.28, atom 14 (O): 0.14, atom 15 (O): 0.05, atom 16 (O): -0.06, atom 17 (O): 0.18, atom 18 (O): -0.34, atom 19 (O): -0.19, atom 20 (O): -0.28, atom 21 (O): 0.14, atom 22 (O): 0.13, atom 23 (O): -0.19, atom 24 (O): 0.07, atom 25 (N): 0.21, atom 26 (N): -0.35, atom 27 (N): -0.44, atom 28 (C): -0.34, atom 29 (C): -0.21, atom 30 (C): -0.11, atom 31 (C): -0.21, atom 32 (C): -0.10, atom 33 (C): -0.42, atom 34 (C): 0.05, atom 35 (C): -0.39, atom 36 (B): -1.14, atom 37 (B): -0.65, atom 38 (H): 0.03, atom 39 (H): 0.13, atom 40 (H): 0.09, atom 41 (H): 0.10, atom 42 (H): 0.09, atom 43 (H): 0.09, atom 44 (H): 0.12, atom 45 (H): 0.12, atom 46 (H): 0.10, atom 47 (H): 0.03, atom 48 (H): 0.11, atom 49 (H): 0.07, atom 50 (H): 0.13, atom 51 (H): 0.08, atom 52 (H): 0.13, atom 53 (H): 0.06, atom 54 (H): 0.09, atom 55 (H): 0.12, atom 56 (H): 0.09, atom 57 (H): -0.07, atom 58 (H): 0.04, atom 59 (H): 0.10, atom 60 (H): 0.09, atom 61 (H): 0.09, atom 62 (H): 0.03